Formula: C11H17BN3OSe2Te2V
Source: OMol25
Level of theory: ωB97M-V/def2-TZVPD

Positions of all 38 atoms, in Å:
V1 -3.348 0.690 0.694
Se1 -2.544 0.374 2.964
Te1 -4.715 1.710 3.059
Te2 -3.867 3.911 1.777
Se2 -3.573 2.819 -0.504
C1 3.902 -1.732 0.591
C2 2.924 -0.670 1.066
N1 2.951 0.541 0.256
C3 4.137 1.397 0.357
C4 4.986 1.376 -0.904
C5 1.905 1.034 -0.448
O1 1.902 2.149 -0.944
C6 0.690 0.162 -0.611
C7 0.731 -1.076 -1.239
C8 -0.439 -1.795 -1.420
C9 -1.619 -1.264 -0.932
N2 -1.659 -0.067 -0.338
C10 -0.540 0.651 -0.209
H1 3.830 -2.618 1.222
H2 4.931 -1.376 0.637
H3 3.702 -2.030 -0.440
H4 3.158 -0.387 2.097
H5 1.908 -1.061 1.085
H6 4.710 1.047 1.217
H7 3.805 2.413 0.569
H8 5.338 0.369 -1.129
H9 5.858 2.019 -0.780
H10 4.414 1.745 -1.754
H11 1.676 -1.470 -1.592
H12 -0.444 -2.754 -1.917
H13 -2.563 -1.789 -1.005
H14 -0.640 1.633 0.238
B1 -7.451 -1.115 -0.391
C11 -5.948 -0.760 -0.074
N3 -4.833 -0.528 0.161
H15 -7.409 -2.064 -1.134
H16 -7.913 -0.124 -0.903
H17 -7.954 -1.361 0.678

Cartesian forces, eV/Å:
V -0.4 -0.1 0.0
Se -0.1 0.2 -0.2
Te 0.2 -0.2 -0.1
Te 0.0 0.1 -0.1
Se 0.2 -0.1 0.4
C 0.1 -0.1 0.0
C -0.1 0.0 0.1
N 0.1 0.0 -0.1
C 0.0 0.0 0.1
C 0.1 0.0 0.0
C -0.1 0.1 0.1
O 0.0 0.0 0.0
C 0.0 -0.1 -0.1
C 0.0 0.0 0.0
C 0.0 0.1 0.0
C 0.0 0.0 0.0
N -0.3 0.1 0.1
C 0.1 -0.1 0.0
H 0.0 0.0 0.0
H 0.0 0.0 0.0
H 0.0 0.0 0.0
H 0.0 0.0 0.0
H 0.0 0.0 0.0
H 0.0 0.0 0.0
H 0.0 0.0 0.0
H 0.0 0.0 0.0
H 0.0 0.0 0.0
H 0.0 0.0 0.0
H 0.0 0.0 0.0
H 0.0 0.0 0.0
H 0.0 0.0 0.0
H 0.1 0.0 0.0
B 0.4 0.1 0.1
C -0.2 -0.3 -0.1
N 0.3 0.3 0.1
H -0.1 -0.1 0.0
H 0.0 0.0 0.0
H 0.0 0.0 0.0

The molar mass comes out at 682.15 g mol⁻¹. The charge is 0. The value obtained for the LUMO energy (alpha / beta) is -1.4303 / -0.9596 eV. The value obtained for the energy is -189845.8125 eV. Its spin multiplicity is 3. The expectation value of S² is 2.040. Its HOMO energy (alpha / beta) is -0.292 / -0.297 Ha.


Formula: C23H14CdIN7O5SSe
Source: OMol25
Level of theory: ωB97M-V/def2-TZVPD

Positions of all 53 atoms, in Å:
Cd1 0.273 -0.018 -0.295
C1 4.902 1.769 -3.116
C2 5.012 1.534 -1.656
N1 6.056 1.741 -0.926
N2 5.636 1.380 0.335
C3 4.358 0.952 0.417
S1 3.510 0.461 1.747
N3 3.965 1.056 -0.895
N4 2.697 0.744 -1.358
H1 5.872 2.084 -3.495
H2 4.163 2.545 -3.331
H3 4.590 0.857 -3.628
H4 6.264 1.426 1.113
H5 2.310 1.533 -1.864
H6 2.722 -0.083 -1.944
O1 0.352 5.308 -3.759
C4 0.289 4.295 -3.099
C5 0.065 2.900 -3.628
O2 -0.113 2.599 -4.793
C6 0.118 2.006 -2.462
C7 0.283 2.781 -1.266
O3 0.335 2.273 -0.105
C8 0.439 4.198 -1.602
O4 0.658 5.125 -0.841
O5 0.054 0.740 -2.465
N5 -7.290 -6.645 0.787
C9 -6.463 -5.847 0.700
C10 -5.432 -4.848 0.591
C11 -5.060 -4.355 -0.662
C12 -4.082 -3.385 -0.766
C13 -3.446 -2.874 0.376
C14 -3.823 -3.387 1.627
C15 -4.801 -4.358 1.734
C16 -2.440 -1.870 0.270
C17 -1.570 -1.022 0.185
H7 -5.543 -4.743 -1.549
H8 -3.789 -3.006 -1.736
H9 -3.322 -3.011 2.510
H10 -5.080 -4.745 2.706
Se1 3.849 -3.505 -1.665
C18 2.490 -2.549 -0.998
N6 1.631 -1.884 -0.580
I1 -0.023 -2.229 3.281
C19 -0.562 -0.198 3.361
C20 -1.555 0.205 4.245
C21 -1.827 1.562 4.316
C22 -1.102 2.445 3.530
C23 -0.138 1.933 2.675
N7 0.113 0.623 2.585
H11 -2.088 -0.516 4.845
H12 -2.605 1.924 4.978
H13 -1.286 3.511 3.564
H14 0.433 2.568 2.006

Cartesian forces, eV/Å:
Cd 0.2 0.1 0.0
C 0.0 0.0 0.0
C -0.2 -0.1 0.0
N -0.1 -0.1 0.3
N 0.3 0.1 0.0
C 0.1 0.1 -0.2
S 0.0 0.0 0.0
N -0.1 0.0 -0.3
N 0.1 0.1 0.0
H 0.0 0.0 0.0
H 0.0 0.0 0.0
H 0.0 0.0 0.0
H 0.0 0.0 0.1
H 0.0 0.0 0.0
H 0.0 -0.1 0.0
O 0.0 0.3 -0.2
C 0.0 -0.2 0.2
C 0.0 0.0 0.3
O 0.0 -0.1 -0.3
C 0.0 0.2 0.1
C 0.0 0.1 -0.3
O 0.0 -0.2 0.0
C -0.1 -0.3 -0.1
O 0.0 0.3 0.2
O 0.1 0.0 0.0
N 0.1 0.1 0.0
C 0.1 0.1 0.0
C -0.1 0.0 0.0
C 0.0 0.0 0.0
C -0.1 -0.1 0.0
C 0.0 0.1 0.0
C 0.0 0.0 0.0
C 0.0 0.0 0.1
C -0.2 0.1 0.0
C -0.2 -0.3 0.0
H 0.0 0.0 0.0
H 0.0 0.0 0.0
H 0.0 0.0 0.0
H 0.0 0.0 0.0
Se 0.3 -0.2 -0.1
C -0.4 0.4 0.2
N 0.1 -0.1 -0.1
I 0.0 0.1 0.0
C 0.0 0.1 0.1
C 0.0 0.0 0.0
C 0.0 0.0 0.0
C 0.0 -0.1 0.0
C 0.0 0.1 0.0
N 0.0 -0.1 0.0
H 0.0 0.0 0.0
H 0.0 0.0 0.0
H 0.0 0.0 0.0
H -0.1 -0.1 0.1

As for the energy relative to the best compared isomer or geometry (same formula, charge and spin): 14.75 kcal/mol. The molar mass comes out at 818.75 g mol⁻¹. The charge is -2. The value obtained for the LUMO energy is 3.7079 eV. The value obtained for the energy is -133593.4132 eV. Its spin multiplicity is 1. Its HOMO energy is -0.079 Ha.


Formula: C6H9BrFN2
Source: OMol25
Level of theory: ωB97M-V/def2-TZVPD

Positions of all 19 atoms, in Å:
C1 0.640 1.231 0.254
C2 1.369 1.463 -0.841
C3 0.772 -0.589 -1.783
C4 0.220 -1.188 -0.495
C5 -0.200 0.012 0.418
C6 -1.592 0.539 0.155
N1 1.320 0.538 -1.893
N2 -0.192 -0.560 1.814
F1 1.280 -1.861 0.116
Br1 0.654 -1.630 -3.318
H1 0.700 2.041 0.900
H2 1.949 2.315 -1.253
H3 -0.395 -2.109 -0.642
H4 -2.448 -0.248 0.414
H5 -1.849 0.632 -0.898
H6 -1.862 1.426 0.785
H7 -0.112 0.200 2.430
H8 0.744 -0.954 2.096
H9 -0.999 -1.259 1.742

Cartesian forces, eV/Å:
C -0.6 -1.4 2.3
C 2.0 -2.3 -8.9
C -3.4 -5.0 1.0
C 1.0 0.1 -1.7
C 0.0 -0.2 -0.9
C -3.6 -1.9 1.1
N 3.1 6.9 2.5
N 1.2 -1.6 -1.2
F 1.2 0.1 1.3
Br -0.2 0.0 0.0
H -0.6 0.9 2.1
H -0.5 -0.2 1.5
H -0.9 1.6 -0.1
H 1.7 1.1 -0.1
H 0.6 0.7 -0.1
H 0.5 -0.6 -0.9
H -1.8 1.5 1.7
H -0.9 -0.9 -1.2
H 1.3 1.2 1.6

The molar mass comes out at 208.05 g mol⁻¹. The charge is +1. The value obtained for the LUMO energy (alpha / beta) is -3.5899 / -7.1309 eV. The value obtained for the energy is -82095.8008 eV. Its spin multiplicity is 3. The expectation value of S² is 2.009. Its HOMO energy (alpha / beta) is -0.376 / -0.505 Ha.


Formula: C6H6OS
Source: OMol25
Level of theory: ωB97M-V/def2-TZVPD

Positions of all 14 atoms, in Å:
C1 -1.535 -0.488 1.091
C2 -0.560 -0.121 0.305
C3 0.307 -1.008 -0.209
C4 1.433 -0.303 -0.954
C5 0.972 1.092 -1.168
C6 -0.243 1.222 -0.136
H1 -2.565 -0.442 0.678
H2 -1.645 0.259 1.968
H3 -1.510 -1.494 1.866
H4 0.537 -2.004 -0.087
H5 2.312 -0.160 -0.053
H6 2.058 -1.013 -1.954
O1 1.396 1.990 -1.934
S1 -0.958 2.468 0.586

Cartesian forces, eV/Å:
C -8.1 -2.6 9.8
C 6.0 -0.7 -5.2
C 2.1 3.0 -1.7
C 4.2 -2.3 -0.1
C 0.1 3.5 -1.9
C 0.5 0.1 -0.1
H 0.6 -0.2 0.0
H 0.1 -0.6 -1.3
H 0.4 2.3 -3.0
H -0.6 -2.2 0.8
H -1.9 -0.4 -2.6
H -2.2 2.6 3.2
O -1.6 -3.3 2.8
S 0.4 0.8 -0.6

As for the energy relative to the best compared isomer or geometry (same formula, charge and spin): 78.31 kcal/mol. The molar mass comes out at 126.18 g mol⁻¹. The charge is 0. The value obtained for the LUMO energy is -1.3988 eV. The value obtained for the energy is -19197.6726 eV. Its spin multiplicity is 1. Its HOMO energy is -0.327 Ha.


Formula: C5H8N2
Source: OMol25
Level of theory: ωB97M-V/def2-TZVPD

Positions of all 15 atoms, in Å:
C1 2.485 -0.549 -0.300
N1 1.256 -0.136 -0.454
C2 0.833 1.258 -0.443
C3 -0.405 1.269 0.033
C4 -0.738 -0.178 0.344
C5 -2.151 -0.679 0.193
N2 0.217 -0.952 -0.421
H1 3.318 0.143 -0.309
H2 2.564 -1.594 -0.034
H3 -0.431 -0.280 1.409
H4 1.522 2.034 -0.748
H5 -1.017 2.130 0.275
H6 -2.481 -0.508 -0.833
H7 -2.836 -0.201 0.906
H8 -2.138 -1.756 0.381

Cartesian forces, eV/Å:
C -0.1 0.0 0.0
N 0.3 -0.1 0.1
C -0.2 0.1 0.1
C 0.3 -0.1 0.0
C -0.2 0.1 0.0
C 0.0 0.0 -0.1
N 0.1 0.1 0.5
H -0.2 -0.1 -0.3
H 0.3 0.1 -0.2
H -0.2 0.0 0.0
H 0.0 -0.1 0.1
H 0.1 -0.1 -0.1
H -0.2 0.0 0.1
H 0.1 -0.1 -0.2
H -0.1 0.2 0.0

As for the energy relative to the best compared isomer or geometry (same formula, charge and spin): 77.53 kcal/mol. The molar mass comes out at 96.13 g mol⁻¹. The charge is 0. The value obtained for the LUMO energy is 0.7729 eV. The value obtained for the energy is -8291.6343 eV. Its spin multiplicity is 1. Its HOMO energy is -0.274 Ha.


Formula: C32H36BCl2N12SSiSn
Source: OMol25
Level of theory: ωB97M-V/def2-TZVPD

Positions of all 86 atoms, in Å:
Sn1 0.136 0.091 0.184
C1 3.519 -2.901 0.877
C2 2.984 -1.626 0.730
N1 1.737 -1.690 0.287
N2 1.445 -2.992 0.118
C3 2.500 -3.738 0.479
B1 0.105 -3.487 -0.519
N3 -0.175 -2.679 -1.820
C4 -0.480 -3.162 -3.038
C5 -0.621 -2.103 -3.907
C6 -0.392 -0.979 -3.114
N4 -0.139 -1.334 -1.865
N5 -1.034 -3.259 0.470
C7 -1.869 -4.085 1.118
C8 -2.744 -3.318 1.856
C9 -2.361 -2.004 1.595
N6 -1.325 -1.974 0.766
N7 0.314 -4.939 -0.916
C10 1.250 -5.371 -1.795
C11 1.162 -6.738 -1.877
C12 0.121 -7.062 -0.990
N8 -0.378 -5.983 -0.421
H1 4.502 -3.175 1.210
H2 3.456 -0.674 0.883
H3 2.463 -4.809 0.415
H4 -0.576 -4.217 -3.206
H5 -0.856 -2.140 -4.953
H6 -0.374 0.056 -3.399
H7 -1.785 -5.147 0.980
H8 -3.550 -3.660 2.476
H9 -2.789 -1.077 1.943
H10 1.904 -4.678 -2.293
H11 1.752 -7.399 -2.482
H12 -0.283 -8.028 -0.746
Cl1 -2.167 1.440 -1.804
C13 -3.557 1.675 -0.790
C14 -4.757 1.995 -1.398
C15 -5.892 2.146 -0.619
C16 -5.809 1.957 0.752
C17 -4.597 1.625 1.330
Cl2 -4.578 1.396 3.053
C18 -3.411 1.477 0.586
S1 -1.889 1.124 1.356
H13 -4.791 2.122 -2.469
H14 -6.837 2.400 -1.076
H15 -6.680 2.062 1.382
C19 3.039 -0.951 -2.597
C20 2.784 0.495 -2.286
C21 3.446 1.469 -3.006
C22 3.250 2.809 -2.657
C23 2.446 3.139 -1.606
C24 1.810 2.106 -0.865
N9 1.968 0.819 -1.269
N10 1.012 2.265 0.198
Si1 0.952 3.757 1.103
C25 -0.030 3.674 2.696
C26 0.167 5.136 0.093
C27 2.714 4.252 1.589
H16 3.971 -1.263 -2.124
H17 3.147 -1.089 -3.671
H18 2.248 -1.593 -2.231
H19 4.098 1.190 -3.819
H20 3.738 3.591 -3.223
H21 2.277 4.169 -1.342
H22 -1.094 3.560 2.510
H23 0.126 4.615 3.224
H24 0.279 2.875 3.358
H25 -0.841 4.851 -0.201
H26 0.719 5.379 -0.812
H27 0.094 6.045 0.690
H28 3.255 3.400 2.001
H29 2.689 5.027 2.353
H30 3.299 4.631 0.756
N11 2.016 0.609 6.461
C28 1.619 0.434 5.170
C29 2.465 0.744 4.098
C30 2.011 0.551 2.816
N12 0.816 0.036 2.516
C31 0.009 -0.258 3.537
C32 0.356 -0.076 4.856
H31 2.835 1.164 6.644
H32 1.318 0.603 7.184
H33 3.443 1.169 4.266
H34 2.626 0.855 1.981
H35 -0.956 -0.667 3.277
H36 -0.349 -0.332 5.634

Cartesian forces, eV/Å:
Sn 0.2 0.0 -0.4
C 0.0 -0.1 0.0
C 0.0 0.0 -0.1
N 0.0 0.0 0.0
N -0.1 0.1 -0.1
C 0.1 -0.1 0.0
B 0.0 0.1 0.0
N 0.0 0.0 0.1
C 0.0 -0.1 -0.2
C 0.0 -0.1 0.0
C 0.0 0.0 0.0
N 0.1 0.0 0.0
N 0.1 0.0 0.0
C -0.3 -0.2 0.1
C 0.1 -0.1 -0.1
C -0.2 0.0 0.0
N 0.2 0.1 0.1
N 0.1 -0.2 -0.1
C 0.0 -0.2 -0.1
C 0.0 0.1 0.0
C 0.0 0.0 0.0
N -0.1 -0.1 0.1
H 0.1 0.0 0.0
H 0.1 0.1 0.0
H 0.0 -0.1 0.0
H 0.0 -0.1 0.0
H 0.0 0.0 -0.1
H 0.0 0.1 0.0
H 0.0 0.0 0.0
H -0.1 0.0 0.1
H 0.0 -0.1 0.0
H 0.1 0.1 -0.1
H 0.1 -0.1 -0.1
H 0.0 -0.1 0.0
Cl 0.0 0.2 -0.2
C 0.1 -0.2 0.0
C 0.0 0.0 0.1
C 0.1 0.0 0.0
C 0.0 0.0 -0.1
C 0.1 0.0 0.0
Cl 0.1 0.0 0.1
C -0.2 -0.1 -0.1
S -0.6 0.9 0.8
H 0.0 0.0 -0.1
H 0.0 0.0 0.0
H 0.0 0.0 0.0
C 0.0 0.0 0.0
C 0.1 0.2 0.0
C 0.0 0.1 0.0
C 0.1 -0.2 -0.2
C -0.1 -0.1 0.2
C 0.1 0.2 -0.3
N 0.2 0.0 0.0
N 0.1 -0.2 0.3
Si -0.1 0.1 0.0
C 0.0 0.0 -0.3
C 0.1 -0.1 0.1
C -0.2 -0.1 -0.1
H 0.0 0.0 0.0
H 0.0 0.0 0.0
H -0.1 0.0 0.0
H 0.0 0.0 -0.1
H 0.0 0.0 0.0
H 0.0 0.1 0.0
H -0.1 0.0 0.0
H 0.1 0.1 0.0
H 0.1 -0.3 0.2
H -0.1 -0.1 0.0
H 0.0 0.0 -0.1
H 0.0 0.1 0.1
H 0.0 -0.1 0.1
H 0.0 0.1 0.1
H 0.1 0.0 -0.1
N 0.1 0.0 0.1
C -0.1 0.0 -0.1
C -0.1 0.0 0.0
C 0.1 0.1 0.0
N 0.0 0.3 -0.1
C -0.1 -0.3 0.1
C 0.1 0.0 0.0
H -0.1 0.0 0.0
H 0.0 0.0 0.0
H 0.1 0.0 0.0
H 0.0 0.0 0.0
H -0.1 0.0 0.0
H 0.0 0.0 0.0

As for the energy relative to the best compared isomer or geometry (same formula, charge and spin): 4.91 kcal/mol. The molar mass comes out at 849.31 g mol⁻¹. The charge is 0. The value obtained for the LUMO energy (alpha / beta) is 0.5198 / -0.4428 eV. The value obtained for the energy is -101920.1513 eV. Its spin multiplicity is 2. The expectation value of S² is 0.754. Its HOMO energy (alpha / beta) is -0.222 / -0.270 Ha.


Which value of energy does entry 1 give?
-189845.8125 eV